# 1
15
Properties=species:S:1:pos:R:3 method="wB97M-V/def2-TZVPD" homo_ev=-8.9 smiles="FC(F)=CC1C=CC=C1" e_lumo_ev=0.783 homo_lumo_gap_ev=9.69 de_lowest_kj_mol=2.1
F -2.63478 2.36939 1.44136
C -2.15421 1.30645 0.75183
F -3.01699 1.00737 -0.25270
C -0.95083 0.84722 0.78625
C -0.26663 -0.32752 0.06243
C 0.24911 -0.06487 -1.32006
C 1.53868 -0.41769 -1.32781
C 1.92298 -1.02962 -0.04922
C 0.87195 -0.93801 0.77744
H -0.19861 1.03271 1.55536
H -1.03843 -1.02118 0.07169
H -0.19465 0.33055 -2.25804
H 2.21694 -0.25379 -2.14420
H 2.86606 -1.34279 0.23042
H 0.78941 -1.49822 1.67526

# 2
18
Properties=species:S:1:pos:R:3 method="wB97M-V/def2-TZVPD" homo_ev=-8.2 e_lumo_ev=0.780 homo_lumo_gap_ev=8.98 de_lowest_kj_mol=86.8
C 2.15351 1.84556 0.63190
C 2.74044 -0.40824 -0.16108
C 1.02036 1.08541 0.55354
C 1.38264 -0.25908 0.11190
C -1.22774 0.40921 0.76839
C -1.11663 -0.41027 -0.50622
C -2.20898 -1.42399 -0.76685
O -0.28898 1.41447 0.84393
O 0.45936 -1.24567 0.01592
F -2.43812 1.04555 0.59058
F -0.78186 0.27415 -1.64588
S 3.63445 0.99754 0.29233
H 2.12210 2.96457 0.67486
H 3.34376 -1.25469 -0.63199
H -1.44138 -0.13321 1.71349
H -1.94012 -2.31966 -1.34732
H -2.78916 -0.78485 -1.30933
H -2.62367 -1.79682 0.17184

# 3
18
Properties=species:S:1:pos:R:3 method="wB97M-V/def2-TZVPD" homo_ev="-9.1 / -9.1" e_lumo_ev="0.308 / 0.309" homo_lumo_gap_ev="9.43 / 9.43" de_lowest_kj_mol=0.0
C -1.07574 -2.33851 0.30210
C -1.03405 -1.45530 1.33338
C -0.27699 -2.16215 -0.82240
C -0.26325 -0.38211 1.20762
C 0.56444 -1.01417 -0.98647
C 0.54559 -0.14037 0.11103
C -0.31583 2.46769 0.09754
N 2.05322 1.45740 -1.44528
F -0.19467 3.38320 -0.87333
F -0.40729 3.19955 1.26605
F -1.46533 1.84605 -0.20143
S 1.37266 1.42862 0.10953
H -1.85624 -3.09378 0.23267
H -1.53060 -1.67534 2.23074
H -0.03303 -2.91824 -1.53573
H -0.33457 0.43891 2.05952
H 1.33227 -1.08278 -1.75409
H 2.91941 2.04133 -1.33146

# 4
23
Properties=species:S:1:pos:R:3 method="wB97M-V/def2-TZVPD" homo_ev=-9.7 smiles="O=C1OC(=O)C(P(O)O)=C1C[C@H](O)C(F)(F)F" e_lumo_ev=-1.434 homo_lumo_gap_ev=8.31 de_lowest_kj_mol=0.0
O -0.96772 -2.56444 -0.49160
C 0.05142 -1.95728 -0.55419
O 1.17964 -2.42750 -1.15975
C 2.20307 -1.51712 -0.95400
O 3.31399 -1.73214 -1.30410
C 1.64791 -0.35067 -0.22047
P 2.52161 1.15488 0.34478
O 4.06035 0.59637 0.23463
O 2.42371 1.97309 -1.06259
C 0.35407 -0.60663 0.01090
C -0.67194 0.21282 0.71244
C -1.98674 0.36280 -0.07887
O -2.14495 1.63114 -0.65448
C -3.20948 0.03759 0.78763
F -3.51464 1.06141 1.62528
F -3.01098 -1.07524 1.54316
F -4.29361 -0.19127 0.00103
H 4.09091 -0.32330 0.52987
H 2.93105 2.78854 -0.95070
H -0.85002 -0.23868 1.68826
H -0.26365 1.20303 0.90010
H -2.03082 -0.35037 -0.89638
H -1.83319 2.31297 -0.05093

# 5
16
Properties=species:S:1:pos:R:3 method="wB97M-V/def2-TZVPD" homo_ev=-9.7 e_lumo_ev=0.705 homo_lumo_gap_ev=10.42 de_lowest_kj_mol=101.1
H 3.78398 -1.66226 0.00860
N 2.78512 -1.85046 0.00388
C 2.03369 -0.87324 0.00717
O 2.20095 0.44318 0.02053
C 1.01059 1.22619 -0.00667
C -0.17964 0.31079 0.00764
C -1.52524 0.63969 0.01794
C -2.41643 -0.42894 0.01494
N -2.06342 -1.70238 0.00247
C -0.77627 -2.02318 -0.00332
C 0.16093 -1.02362 -0.00018
H 1.02744 1.84015 -0.91541
H 1.02187 1.89202 0.86354
H -1.87241 1.66146 0.02907
H -3.48312 -0.24842 0.02124
H -0.52633 -3.07290 -0.01194

# 6
18
Properties=species:S:1:pos:R:3 method="wB97M-V/def2-TZVPD" homo_ev=-9.0 e_lumo_ev=-0.900 homo_lumo_gap_ev=8.14 de_lowest_kj_mol=627.9
C 0.99528 -0.56677 -0.96685
C -0.01238 1.82651 -0.72877
C 0.05343 1.54291 0.67979
C -1.13108 1.43752 -1.31906
C 0.51649 0.38704 1.25282
C -2.10520 0.60665 -0.65521
C 0.90683 -0.73159 0.43646
N 1.04103 -0.69090 -2.10303
N 1.15341 -1.89854 0.97644
O 1.15664 -2.25379 2.14896
O 1.28423 -3.04819 0.11677
O -3.07502 0.16174 -1.13936
H 0.72064 2.42249 -1.23276
H -0.31318 2.32500 1.40407
H -1.24800 1.56738 -2.35701
H 0.51121 0.16198 2.25856
H -1.74431 0.53997 0.45010
H 1.28997 -3.78941 0.77808